Below is C9H33B4Br3O4S2V as an isolated structure in a non-equilibrium geometry, with properties calculated with the ωB97M-V functional and the def2-TZVPD basis.

Values from the calculation:
Charge = -1
Total energy = -10225.3070 hartree
Orbital gap (alpha / beta) = 0.271 / 0.317 Ha
Largest force on an atom = 2.4 eV/A
2S+1 = 3
Highest occupied orbital energy (alpha / beta) = -5.7 / -6.9 eV

Structure (XYZ):
```
56
Properties=species:S:1:pos:R:3:mulliken_charge:R:1
Br -27.522 5.018 -17.702 -0.05
Br -30.577 5.847 -18.247 -0.05
Br -29.425 5.436 -15.240 0.06
V -27.828 11.058 -14.229 -0.58
S -26.589 11.206 -19.271 1.13
S -29.664 6.267 -10.666 1.05
O -27.827 11.944 -19.288 -0.65
O -25.403 11.742 -18.654 -0.64
O -29.864 6.883 -9.380 -0.67
O -30.737 6.144 -11.635 -0.63
C -28.948 4.583 -10.604 -0.62
C -27.355 5.859 -11.951 -0.32
C -26.210 10.564 -20.959 -0.78
C -28.214 7.023 -11.460 -0.07
C -25.630 9.202 -20.656 -0.69
C -29.037 6.070 -17.057 0.34
C -26.844 9.543 -18.546 -0.30
C -27.469 4.784 -10.845 -0.80
C -26.559 8.530 -19.652 -0.48
B -29.399 10.874 -12.647 -0.07
B -28.873 12.332 -15.806 0.52
B -25.993 12.162 -13.813 -0.14
B -27.450 9.131 -15.007 0.17
H -25.530 8.595 -21.563 0.39
H -28.533 11.636 -12.626 0.23
H -27.616 5.457 -12.930 0.09
H -26.190 11.292 -13.078 0.02
H -29.376 4.118 -11.495 0.28
H -25.073 12.805 -13.471 -0.19
H -29.580 11.421 -16.111 -0.23
H -28.793 7.122 -17.107 -0.33
H -26.972 5.174 -9.949 0.31
H -28.570 7.830 -12.095 -0.26
H -27.525 8.312 -20.115 0.30
H -27.780 12.009 -16.000 0.03
H -28.865 9.886 -12.250 -0.23
H -27.792 9.393 -18.033 0.30
H -30.269 11.320 -11.993 -0.16
H -29.718 10.814 -13.759 0.06
H -26.134 7.577 -19.342 0.20
H -26.306 6.142 -12.046 0.35
H -27.627 7.443 -10.640 0.34
H -29.330 3.984 -9.780 0.44
H -26.124 9.548 -17.726 0.17
H -26.862 3.916 -11.104 0.38
H -27.005 9.903 -15.735 -0.05
H -25.893 11.666 -14.858 -0.11
H -26.989 12.744 -13.920 0.15
H -28.956 12.551 -14.670 0.16
H -25.579 11.277 -21.481 0.44
H -29.173 13.252 -16.479 -0.19
H -24.590 9.241 -20.323 0.31
H -27.200 8.021 -15.322 -0.28
H -28.575 9.364 -14.901 0.04
H -27.007 9.258 -13.944 -0.02
H -27.231 10.523 -21.340 0.30
```